This record from OMol25 describes a molecular structure, C49H42N6O2S2Ti. The level of theory is ωB97M-V/def2-TZVPD.

```
102
Properties=species:S:1:pos:R:3:lowdin_charge:R:1
Ti 12.1813 11.5432 14.9844 0.8255
S 7.1554 12.4070 13.0605 1.0839
S 11.6570 13.9406 14.6239 0.6904
O 12.4410 10.5782 13.3288 -0.2785
O 12.5023 11.0784 16.7162 -0.2898
N 14.3302 11.8906 14.9618 0.0809
N 10.3357 10.3634 15.3803 0.0321
N 8.4904 11.9775 15.4128 0.0376
N 8.8953 12.2033 11.2450 0.1155
N 9.2114 14.8157 13.5015 -0.0234
N 9.9390 12.5196 13.2527 0.0492
C 15.3634 6.6860 13.4294 -0.0679
C 10.7602 11.2162 20.7518 -0.0622
C 8.9813 10.7077 15.4895 -0.1930
C 15.0521 11.9036 13.7928 -0.2128
C 15.5195 9.4402 20.2212 -0.0795
C 12.3942 11.8554 19.0391 -0.1608
C 17.0907 12.5726 14.9702 0.0016
C 14.4462 11.6616 12.4535 -0.0771
C 16.4262 12.1738 13.7947 -0.0168
C 11.6914 10.8973 19.7488 -0.0236
C 12.0395 11.5677 10.5467 -0.0647
C 10.7180 9.0582 15.2136 -0.0942
C 8.6877 14.3643 17.6331 -0.0434
C 15.4902 8.1846 19.6284 -0.0836
C 8.8699 12.3464 12.5767 -0.6524
C 9.5576 13.8305 16.7809 -0.0208
C 15.6133 8.9808 12.6971 -0.0354
C 14.1728 12.6436 17.4026 -0.0944
C 7.9732 14.9038 13.9960 0.0656
C 9.9669 13.6309 14.1833 -0.7277
C 12.9791 9.4410 10.0249 -0.0217
C 9.7784 8.0081 15.2259 -0.0397
C 11.4975 11.6619 9.2610 -0.1068
C 13.3624 11.4806 17.8717 -0.3694
C 9.0672 13.4048 15.4518 -0.2690
C 9.8487 15.6390 12.4880 -0.0060
C 14.9286 10.5421 19.5969 -0.0185
C 13.4034 7.9813 12.7407 -0.0506
C 8.4419 8.3070 15.5312 -0.0734
C 14.2218 9.1424 12.6210 -0.1324
C 12.3177 9.4771 8.8358 -0.0807
C 14.2921 10.3745 18.3401 -0.1737
C 16.2883 12.6027 16.1284 0.0093
C 7.3018 14.7113 17.3926 -0.0348
C 8.0458 9.5981 15.5996 -0.0066
C 12.8543 10.5080 10.9451 -0.1090
C 14.8844 12.3843 16.1005 -0.1913
C 13.9602 6.8003 13.2197 -0.0772
C 10.7266 12.5379 21.2265 -0.0892
C 7.6785 14.0268 15.1265 -0.3162
C 14.4572 9.1843 17.6863 -0.0280
C 7.2504 12.4957 14.8172 -0.4125
C 12.3340 13.1541 19.5143 -0.0549
C 15.1135 8.1042 18.2812 -0.0589
C 6.7712 14.5507 16.1689 -0.0170
C 13.4778 10.4845 12.3578 -0.4276
C 16.1711 7.8146 13.1744 -0.0815
C 11.4726 13.5051 20.5537 -0.0907
C 11.6632 10.6193 8.3566 -0.0635
H 13.5429 13.5603 17.3339 0.1244
H 11.3463 14.5468 20.8246 0.1013
H 5.7433 14.8279 15.9273 0.1318
H 16.3068 9.8004 12.4018 0.1145
H 16.9096 12.0498 12.8423 0.1061
H 9.7315 11.8665 10.7523 0.0773
H 14.8078 11.5087 20.1263 0.1303
H 7.7359 7.4767 15.7099 0.1273
H 6.7455 15.1798 18.1648 0.1051
H 18.1426 12.8989 14.9889 0.1223
H 9.7182 15.2621 11.4035 0.1338
H 11.8019 8.8890 15.0757 0.1067
H 13.9102 12.5566 12.1435 0.1238
H 16.0101 9.5774 21.1855 0.1073
H 10.0662 6.9947 15.0114 0.1006
H 14.0154 9.0436 16.7283 0.0994
H 10.0860 12.8010 22.0865 0.1098
H 13.5415 8.5286 10.2366 0.1195
H 15.6876 5.6883 13.8306 0.1152
H 15.1909 7.1725 17.7245 0.1042
H 16.7147 12.8495 17.0494 0.0917
H 13.2982 5.9981 13.4775 0.0913
H 6.3738 12.1402 15.3449 0.1245
H 8.0308 12.2289 10.6817 0.1105
H 15.7641 7.2944 20.2206 0.1128
H 12.3122 8.5598 8.2357 0.1150
H 7.2922 15.6041 13.4769 0.1731
H 15.2266 11.6381 11.6695 0.1395
H 11.3880 10.6855 7.3438 0.0906
H 9.0609 14.6583 18.6227 0.1152
H 11.8076 12.3635 11.2822 0.1094
H 10.9401 12.5576 9.0209 0.1002
H 13.1087 13.8938 19.2074 0.1209
H 12.3600 8.0842 12.4808 0.1168
H 6.9880 9.8351 15.7268 0.1114
H 17.2397 7.7699 13.3400 0.1021
H 10.9218 15.7066 12.6977 0.0681
H 10.6214 13.8062 17.0005 0.0707
H 9.3612 16.6100 12.5632 0.0986
H 14.9280 12.9125 18.1757 0.1351
H 11.8208 9.8256 19.4892 0.1373
H 10.1204 10.4452 21.2391 0.1157
```

The charge is +1. The calculation puts the energy relative to the best compared isomer or geometry (same formula, charge and spin) at 115.7 kcal/mol. The HOMO-LUMO gap (alpha / beta) is 5.83 / 6.83 eV. The value obtained for the lowest unoccupied orbital energy (alpha / beta) is -3.71 / -3.70 eV. As for the spin multiplicity: 2. The calculation puts the total energy at -4017.06823 Ha. As for the expectation value of S²: 0.75.

=====

This record from OMol25 describes a molecular structure, C28H27N4O11STl. The level of theory is ωB97M-V/def2-TZVPD.

```
72
Properties=species:S:1:pos:R:3:lowdin_charge:R:1
Tl -0.3389 0.1886 -1.1218 1.0259
S 6.3484 -2.0810 2.9959 1.0085
O -5.9993 -3.0933 0.2935 -0.0287
O -3.3929 1.2629 -1.4212 0.0160
O 0.6728 3.3066 -0.2126 -0.1258
O -6.2513 -2.3605 2.4059 -0.0325
O -2.1948 -1.8210 -1.7270 0.0068
O 4.9629 -1.7915 5.2532 0.0275
O 1.2371 -1.6813 -0.2338 -0.1968
O 0.0878 1.2873 -3.7411 -0.1460
O -4.1521 -2.8347 -1.5207 0.1066
O 0.3348 0.6696 -5.8856 -0.0382
O 2.2644 -3.6092 -0.7171 -0.0097
N -2.2925 -0.8416 0.8865 0.1293
N -3.8808 -1.1026 2.3770 0.1574
N 0.9340 -1.1901 -2.9293 0.0865
N -3.5956 3.3251 -0.5507 -0.1581
C 3.2256 -0.3944 1.0955 0.0138
C 1.3332 -2.3901 -2.5100 -0.1773
C 1.6675 -2.5704 -1.0166 -0.6333
C 0.3334 0.4725 -4.6620 -0.6599
C 5.8407 -2.3776 4.6748 -0.7631
C -3.1681 -2.0890 -1.0543 -0.4893
C 1.4748 -3.4525 -3.3929 -0.0154
C -3.2582 2.4603 -1.5629 -0.5062
C -4.3074 -1.7792 1.2662 -0.0832
C 4.1252 -1.3180 1.5975 -0.0563
C -5.6454 -2.4733 1.3278 -0.6347
C 1.5705 2.6186 0.4225 -0.1936
C 1.1896 -3.2430 -4.7308 -0.0679
C 2.4314 1.9044 0.8655 0.0436
C -3.6200 4.7569 -0.6668 -0.0739
C -4.0107 2.7812 0.7201 -0.0429
C -2.6677 -0.5575 2.1063 -0.3848
C -3.3012 -1.6025 0.3464 -0.1357
C 3.3455 0.9558 1.4362 -0.2152
C -2.6860 3.0295 -2.8415 0.0093
C 5.2883 0.4386 2.7683 -0.1120
C 6.6354 -3.4942 5.3229 -0.0933
C -1.8954 0.2691 3.0737 -0.0070
C 0.8177 -1.9805 -5.1610 -0.0163
C 4.3859 1.3614 2.2744 -0.0434
C 0.7059 -0.9633 -4.2216 -0.1744
C 5.1572 -0.9058 2.4347 -0.5455
C 1.0438 3.4892 -1.6083 -0.0409
H 2.4589 -0.7057 0.3905 0.0661
H 7.5909 -3.6660 4.8303 0.0556
H -3.9187 1.6978 0.6865 0.0767
H 6.1010 0.7571 3.4079 0.0986
H 1.2730 -4.0595 -5.4409 0.0936
H -3.3846 5.0708 -1.6786 0.0701
H -4.6149 5.1449 -0.4169 0.0830
H -5.0493 3.0489 0.9438 0.0877
H -2.1010 2.2496 -3.3246 0.0704
H 1.2114 2.5197 -2.0734 0.0526
H -3.3738 3.1756 1.5186 0.0865
H 4.4817 2.4097 2.5259 0.1063
H -4.4418 -1.0801 3.2152 0.1533
H 1.9288 4.1259 -1.6525 0.0938
H 0.6182 -1.7449 -6.1960 0.1038
H -2.9009 5.2227 0.0174 0.0879
H -1.7075 -0.2690 4.0043 0.0744
H 6.7855 -3.2516 6.3729 0.0770
H -4.8992 -2.9640 -0.8295 0.0634
H 4.0387 -2.3572 1.3102 0.1084
H -3.4957 3.3410 -3.5064 0.0893
H 1.8079 -4.4026 -3.0007 0.1052
H -2.0373 3.8880 -2.6758 0.0584
H -0.9371 0.5225 2.6244 0.0787
H 6.0413 -4.4071 5.2555 0.0849
H -2.4184 1.1964 3.3184 0.0663
H 0.1876 3.9573 -2.0820 0.0780
```

The charge is -2. The calculation puts the energy relative to the best compared isomer or geometry (same formula, charge and spin) at 13.8 kcal/mol. The HOMO-LUMO gap is 6.55 eV. The value obtained for the lowest unoccupied orbital energy is 3.55 eV. The calculation puts the total energy at -2700.70737 Ha.

=====

This record from OMol25 describes a gas-phase ion, C4H9OS (charge -1). The level of theory is ωB97M-V/def2-TZVPD.

```
15
Properties=species:S:1:pos:R:3:lowdin_charge:R:1
S -2.4706 1.3511 0.8644 0.6108
O 3.1057 -1.9230 -0.9340 -0.4679
C 1.9449 -1.1208 -1.2836 -0.4897
C -0.2953 -0.1803 -0.1394 -0.3246
C -0.6794 1.0380 0.7095 -0.6421
C 1.1168 -0.7070 -0.0220 -0.2627
H -0.3573 -0.0437 -1.2565 0.1119
H 1.1603 -1.5854 0.6362 0.0921
H -1.0920 -0.8769 0.3315 0.1079
H -2.4780 1.0820 -0.4971 -0.1154
H 1.8349 0.0394 0.4470 0.1127
H -0.1840 1.9694 0.3755 0.0663
H 1.3108 -1.6410 -1.9788 0.0541
H 2.3046 -0.1649 -1.7524 0.0744
H -0.3367 0.8080 1.7486 0.0723
```

The charge is -1. The SMILES is [O-]CCCCS. The calculation puts the energy relative to the best compared isomer or geometry (same formula, charge and spin) at 49.6 kcal/mol. The HOMO-LUMO gap is 5.14 eV. The value obtained for the lowest unoccupied orbital energy is 2.91 eV. The calculation puts the total energy at -631.17803 Ha.

=====

This record from OMol25 describes a molecular structure, H3O6. The level of theory is ωB97M-V/def2-TZVPD.

```
9
Properties=species:S:1:pos:R:3:lowdin_charge:R:1
O 1.6642 1.1690 0.0073 0.1056
O 0.1513 -0.3266 -0.7592 -0.0463
O -1.1285 0.3319 0.2131 0.0868
O -1.9347 -0.5506 0.6581 0.1185
O 0.6038 -1.4910 0.0097 0.1837
O 0.9426 0.6769 -1.0834 0.0402
H 0.7048 -1.3165 0.9409 0.1292
H -2.8954 -0.5622 0.2907 0.2268
H 1.8919 2.0691 -0.2770 0.1555
```

The charge is +1. The calculation puts the energy relative to the best compared isomer or geometry (same formula, charge and spin) at 30.8 kcal/mol. The HOMO-LUMO gap (alpha / beta) is 8.24 / 8.67 eV. The value obtained for the lowest unoccupied orbital energy (alpha / beta) is -8.04 / -7.69 eV. The calculation puts the total energy at -452.41158 Ha.